# 1
Computed, not measured: a 8-piece molecular cluster, C49H51ClF3N7O3 overall, with wB97M-V/def2-TZVPD.

```
114
Properties=species:S:1:pos:R:3:forces:R:3
C 3.631 -2.591 -4.025 0.1 0.1 0.2
C 3.099 -3.255 -3.005 0.1 0.2 -0.3
C 1.846 -2.836 -2.319 0.4 0.2 0.1
C 1.965 -2.130 -1.106 0.0 0.1 0.3
C 3.308 -1.804 -0.486 -0.2 0.1 0.0
C 4.155 -3.041 -0.104 -0.1 -0.1 -0.2
O 5.300 -3.270 -0.897 -0.1 0.2 0.1
C 6.322 -2.299 -0.738 0.7 -0.2 -0.3
C 6.495 -1.395 -1.962 -0.4 0.2 0.1
C 0.828 -1.712 -0.439 0.0 -0.4 -0.2
C -0.418 -1.996 -0.968 -0.1 0.0 0.2
C -0.562 -2.701 -2.157 -0.1 0.1 -0.1
C 0.581 -3.125 -2.856 0.0 0.2 0.3
C 0.348 -3.901 -4.148 -0.1 -0.3 0.1
F 1.423 -4.084 -4.918 -0.1 0.1 0.1
F -0.120 -5.132 -3.859 0.1 0.2 -0.1
F -0.570 -3.273 -4.915 0.2 -0.1 0.1
C -1.989 -2.954 -2.572 -0.2 0.0 -0.2
O -2.401 -3.995 -3.021 0.1 0.1 0.2
C -2.927 -1.809 -2.301 0.1 0.2 0.0
C -3.940 -1.403 -3.164 -0.1 -0.1 -0.1
Cl -4.185 -2.157 -4.697 0.0 0.0 0.0
C -4.765 -0.338 -2.819 0.1 -0.2 0.0
C -4.603 0.303 -1.599 -0.2 0.0 -0.4
C -3.596 -0.087 -0.731 -0.2 0.2 0.2
C -2.762 -1.125 -1.097 0.0 -0.1 0.0
C -1.633 -1.549 -0.228 0.0 0.0 0.1
O -1.684 -1.500 0.981 0.1 0.2 -0.4
H 3.433 -1.538 -4.197 -0.7 -0.2 -0.5
H 4.311 -3.079 -4.713 0.6 0.2 0.4
H 3.621 -4.131 -2.630 -0.5 -0.4 -0.4
H 3.104 -1.234 0.421 0.0 0.1 0.0
H 3.848 -1.135 -1.157 0.2 -0.1 0.0
H 4.455 -2.979 0.946 -0.1 0.1 0.0
H 3.529 -3.927 -0.220 0.1 -0.1 0.1
H 7.253 -2.860 -0.614 0.0 0.0 0.2
H 6.198 -1.717 0.180 -0.3 0.0 0.0
H 7.293 -1.745 -2.614 0.0 0.0 0.0
H 6.699 -0.364 -1.666 0.2 0.0 0.0
H 5.580 -1.366 -2.553 0.0 -0.1 0.0
H 0.902 -1.185 0.503 0.0 0.0 0.0
H -5.539 -0.038 -3.512 0.0 0.0 0.0
H -5.289 1.107 -1.364 0.1 0.0 0.2
H -3.465 0.421 0.215 0.1 -0.1 0.1
N -3.394 -6.006 -0.725 0.0 0.0 0.1
C -3.113 -7.260 -1.188 0.0 0.0 0.0
C -3.598 -8.161 -0.277 0.0 0.0 0.0
C -4.198 -7.418 0.776 0.0 0.0 0.0
C -4.056 -6.091 0.469 0.0 0.0 0.0
H -3.149 -5.155 -1.199 0.0 0.0 -0.1
H -2.596 -7.402 -2.121 0.0 0.0 0.0
H -3.531 -9.233 -0.356 0.0 0.0 0.0
H -4.678 -7.812 1.656 0.0 0.0 0.0
H -4.369 -5.205 0.995 0.0 0.0 0.0
N 10.559 -1.180 -2.638 0.0 0.0 0.0
C 10.637 0.093 -2.142 0.0 0.0 0.0
C 11.072 0.909 -3.151 0.0 0.0 0.0
C 11.261 0.096 -4.302 0.0 0.0 0.0
C 10.935 -1.187 -3.953 0.0 0.0 0.0
H 10.272 -1.987 -2.116 0.0 0.0 0.0
H 10.377 0.308 -1.120 0.0 0.0 0.0
H 11.236 1.971 -3.075 0.0 0.0 0.0
H 11.598 0.417 -5.273 0.0 0.0 0.0
H 10.939 -2.099 -4.526 0.0 0.0 0.0
N -1.495 -0.591 4.970 0.0 0.0 0.0
C -1.632 -1.100 6.233 0.0 0.0 0.0
C -1.947 -2.427 6.117 0.0 0.0 0.0
C -1.999 -2.730 4.727 0.0 0.0 0.0
C -1.715 -1.576 4.044 0.0 0.1 0.0
H -1.269 0.363 4.751 0.0 0.0 0.0
H -1.495 -0.478 7.102 0.0 0.0 0.0
H -2.120 -3.107 6.934 0.0 0.0 0.0
H -2.219 -3.686 4.282 0.0 0.0 0.0
H -1.650 -1.372 2.987 0.0 -0.1 0.3
N 0.680 3.535 2.445 0.0 -0.1 0.0
C 0.010 2.670 1.620 0.0 0.0 0.0
C 0.098 1.420 2.170 0.0 -0.1 0.0
C 0.851 1.532 3.373 0.0 0.0 0.0
C 1.195 2.848 3.517 0.0 0.1 -0.1
H 0.789 4.518 2.272 0.2 0.0 -0.2
H -0.467 3.019 0.720 0.0 0.0 0.0
H -0.332 0.520 1.759 0.0 0.0 0.0
H 1.107 0.735 4.052 0.0 0.0 0.0
H 1.756 3.353 4.285 0.0 0.0 0.0
N -3.063 3.400 -2.547 0.0 0.0 0.0
C -3.262 4.570 -1.863 0.0 -0.1 0.0
C -2.397 5.504 -2.367 0.0 0.0 0.0
C -1.648 4.873 -3.398 0.0 0.0 0.0
C -2.083 3.578 -3.485 0.0 0.0 0.0
H -3.558 2.542 -2.387 0.0 0.0 0.0
H -3.996 4.643 -1.079 0.0 0.0 0.0
H -2.310 6.525 -2.035 0.0 0.0 0.0
H -0.880 5.321 -4.006 0.0 0.0 0.0
H -1.781 2.771 -4.132 0.0 0.0 0.0
N -0.853 5.457 4.400 0.0 0.1 0.0
C -2.187 5.316 4.666 0.0 0.0 0.0
C -2.588 6.403 5.397 0.0 0.0 0.0
C -1.449 7.235 5.576 0.0 0.0 0.0
C -0.396 6.625 4.949 0.0 0.0 0.0
H -0.298 4.798 3.879 -0.3 0.0 0.3
H -2.734 4.458 4.315 0.0 0.0 0.0
H -3.585 6.583 5.761 0.0 0.0 0.0
H -1.410 8.173 6.104 0.0 0.0 0.0
H 0.634 6.921 4.848 0.0 0.0 0.0
N -6.288 4.372 0.990 0.0 0.0 0.0
C -6.353 4.311 2.356 0.0 0.0 0.0
C -7.267 5.240 2.773 0.0 0.0 0.0
C -7.776 5.885 1.612 0.0 0.0 0.0
C -7.154 5.328 0.528 0.0 0.0 0.0
H -5.696 3.805 0.415 0.0 0.0 0.0
H -5.746 3.616 2.911 0.0 0.0 0.0
H -7.542 5.436 3.795 0.0 0.0 0.0
H -8.514 6.669 1.579 0.0 0.0 0.0
H -7.252 5.527 -0.525 0.0 0.0 0.0
```
Forces are in eV/Å.

Calculated values
SMILES: C=Cc1c(CCOCC)cc2c(c1C(F)(F)F)C(=O)c1c(Cl)cccc1C2=O.c1cc[nH]c1.c1cc[nH]c1.c1cc[nH]c1.c1cc[nH]c1.c1cc[nH]c1.c1cc[nH]c1.c1cc[nH]c1
frontier orbital gap: 6.56 eV

Atom charges from the Löwdin analysis, given in e for atoms 1 to 99:
1 C 0.028
2 C -0.123
3 C -0.079
4 C -0.133
5 C -0.088
6 C -0.195
7 O -0.163
8 C -0.258
9 C -0.062
10 C 0.068
11 C -0.063
12 C -0.004
13 C 0.036
14 C -0.548
15 F 0.152
16 F 0.149
17 F 0.142
18 C -0.278
19 O 0.108
20 C -0.087
21 C -0.570
22 Cl 0.761
23 C -0.083
24 C -0.076
25 C 0.002
26 C -0.082
27 C -0.263
28 O 0.104
29 H 0.081
30 H 0.075
31 H 0.122
32 H 0.114
33 H 0.120
34 H 0.123
35 H 0.128
36 H 0.112
37 H 0.118
38 H 0.065
39 H 0.076
40 H 0.045
41 H 0.122
42 H 0.111
43 H 0.110
44 H 0.127
45 N 0.010
46 C -0.138
47 C -0.115
48 C -0.117
49 C -0.144
50 H 0.108
51 H 0.108
52 H 0.087
53 H 0.087
54 H 0.103
55 N -0.002
56 C -0.148
57 C -0.113
58 C -0.113
59 C -0.144
60 H 0.138
61 H 0.103
62 H 0.089
63 H 0.089
64 H 0.104
65 N 0.005
66 C -0.146
67 C -0.117
68 C -0.107
69 C -0.133
70 H 0.119
71 H 0.102
72 H 0.087
73 H 0.088
74 H 0.065
75 N -0.017
76 C -0.119
77 C -0.100
78 C -0.107
79 C -0.140
80 H 0.143
81 H 0.110
82 H 0.067
83 H 0.096
84 H 0.114
85 N 0.008
86 C -0.142
87 C -0.108
88 C -0.109
89 C -0.139
90 H 0.105
91 H 0.088
92 H 0.092
93 H 0.091
94 H 0.106
95 N 0.005
96 C -0.138
97 C -0.109
98 C -0.112
99 C -0.144

***

# 2
Computed, not measured: one molecule with the formula C8H12, with wB97M-V/def2-TZVPD.

```
20
Properties=species:S:1:pos:R:3:forces:R:3
C -2.273 1.584 -0.563 0.4 0.5 0.3
C -1.593 0.283 -0.986 0.1 -0.7 -1.9
C -0.065 0.299 -1.288 -1.5 -0.7 0.5
C 0.508 1.079 -2.232 -0.3 -0.1 0.4
C 0.421 -0.837 0.881 0.3 -0.1 -1.6
C 0.616 -0.699 -0.474 0.7 0.2 2.3
C 1.411 -1.037 3.061 0.3 0.1 -1.7
C 1.543 -1.249 1.728 -1.0 0.5 0.5
H -3.171 1.727 -1.180 0.2 0.2 0.5
H -2.477 1.685 0.511 -0.4 -0.6 -0.2
H -1.605 2.434 -0.680 0.1 0.1 -0.7
H -2.036 -0.016 -1.950 -0.1 0.1 0.0
H -1.843 -0.573 -0.357 0.2 0.3 0.2
H 1.442 1.610 -2.040 0.5 -1.1 -0.6
H -0.013 1.278 -3.162 -0.5 1.0 0.5
H -0.400 -0.337 1.393 0.1 0.0 -0.2
H 1.349 -1.379 -0.924 0.2 0.8 0.0
H 2.244 -0.649 3.631 0.0 -0.9 0.6
H 0.375 -1.022 3.392 0.4 0.5 0.5
H 2.440 -1.358 1.137 0.5 -0.1 0.6
```
Forces are in eV/Å.

Calculated values
SMILES: C=C/C=C/C(=C)CC
relative energy (zero: lowest compared OMol25 entry of this formula, charge and spin): 2.823 eV
frontier orbital gap: 7.81 eV

In elementary charge units, the natural (NBO) charges are:
1 C -0.617
2 C -0.452
3 C 0.011
4 C -0.445
5 C -0.184
6 C -0.216
7 C -0.380
8 C -0.211
9 H 0.214
10 H 0.207
11 H 0.218
12 H 0.220
13 H 0.214
14 H 0.208
15 H 0.199
16 H 0.197
17 H 0.207
18 H 0.210
19 H 0.194
20 H 0.206

***

# 3
Computed, not measured: C23H52GaO3P4Se as an isolated structure, with wB97M-V/def2-TZVPD.

```
84
Properties=species:S:1:pos:R:3:forces:R:3
Ga -0.252 0.410 -0.651 -0.8 -0.6 0.3
P -2.057 -0.955 0.792 -0.9 -0.7 0.9
P 0.085 -1.728 -2.016 0.4 -0.8 -0.9
P -0.459 2.302 1.054 0.1 1.2 0.6
H 2.765 4.651 -7.270 0.4 0.5 0.2
C 3.223 5.356 -6.559 0.6 0.0 0.2
C 4.437 5.134 -6.028 -0.6 0.2 -0.3
H 5.062 4.294 -6.347 -0.3 0.2 0.2
C -3.785 -0.806 0.177 0.5 0.5 -0.5
C -1.877 -2.773 0.931 0.5 0.0 -0.3
C -2.234 -0.503 2.558 0.4 0.3 -0.1
C 1.270 -1.235 -3.311 0.0 0.4 0.2
C 0.810 -3.250 -1.325 0.1 0.2 0.5
C -1.401 -2.265 -2.940 -0.2 0.4 0.4
C 0.603 3.620 0.379 0.2 -0.4 -0.3
C 0.038 2.175 2.799 0.1 -0.4 0.1
C -2.123 3.057 1.069 -0.1 -0.4 -0.3
H 2.654 6.272 -6.316 0.4 -0.6 -0.1
H 4.862 5.822 -5.290 -0.1 -0.2 -0.4
H -4.440 -1.437 0.795 0.3 0.2 -0.1
H -3.833 -1.135 -0.870 -0.1 0.1 0.3
H -4.108 0.242 0.241 0.0 -0.3 -0.1
H -2.719 -3.163 1.525 0.2 0.3 -0.2
H -0.936 -3.003 1.447 -0.2 0.0 -0.1
H -1.890 -3.248 -0.059 0.0 0.1 0.3
H -2.994 -1.157 3.014 0.2 0.2 -0.3
H -2.549 0.541 2.672 0.0 -0.3 0.0
H -1.274 -0.663 3.065 -0.2 0.0 -0.1
H 1.481 -2.093 -3.964 -0.1 0.2 0.2
H 2.200 -0.905 -2.830 -0.2 -0.1 -0.2
H 0.863 -0.408 -3.906 0.1 -0.2 0.1
H 0.741 -4.063 -2.066 0.0 0.4 0.1
H 0.283 -3.550 -0.410 0.3 0.0 -0.3
H 1.865 -3.061 -1.078 -0.3 0.0 0.0
H -1.107 -3.051 -3.651 0.0 0.2 0.2
H -1.823 -1.408 -3.483 0.1 -0.3 0.0
H -2.164 -2.663 -2.259 0.2 0.0 -0.2
H 0.488 4.521 0.998 0.0 -0.2 -0.1
H 0.321 3.844 -0.657 0.0 0.0 0.2
H 1.651 3.294 0.399 -0.2 0.1 0.0
H 0.058 3.190 3.224 -0.1 -0.2 -0.2
H 1.036 1.716 2.880 -0.4 0.2 -0.1
H -0.680 1.564 3.362 0.3 0.2 -0.1
H -2.073 3.995 1.641 0.0 -0.2 -0.1
H -2.857 2.387 1.536 0.2 0.2 -0.1
H -2.438 3.262 0.036 0.0 0.1 0.4
C -0.744 2.540 -3.229 -0.2 -0.3 0.3
C 0.665 2.462 -3.204 0.8 0.1 -0.2
C 1.436 3.279 -4.019 0.1 -0.9 0.9
C 0.828 4.188 -4.874 -0.3 0.2 -0.2
C -0.562 4.289 -4.897 -0.8 0.1 0.0
C -1.347 3.488 -4.084 0.0 0.4 -0.5
Se -1.909 1.434 -2.237 0.9 0.5 -0.3
H 1.208 0.912 -1.010 -0.1 -0.3 0.5
H 1.179 1.756 -2.556 -0.2 0.2 -0.3
H 2.523 3.194 -3.983 -0.3 0.1 -0.1
H 1.436 4.804 -5.525 -0.1 -0.1 0.2
H -1.033 5.004 -5.570 0.0 -0.2 0.2
H -2.427 3.562 -4.105 0.0 0.1 -0.1
C 1.443 -4.118 3.095 -0.1 -0.6 0.3
C 1.020 -2.768 3.617 0.1 0.7 -0.2
O 1.058 -1.764 2.545 0.1 0.4 -0.4
P 2.230 -0.636 2.255 0.7 -1.0 0.6
O 3.414 -1.061 3.273 -0.3 0.3 -0.7
C 4.345 -2.198 3.173 -0.2 0.1 -0.1
C 4.708 -2.618 4.568 0.3 -0.2 0.3
O 2.756 -1.169 0.769 0.0 0.1 0.0
C 3.948 -0.562 0.145 -0.6 -0.5 0.4
C 4.086 0.914 0.429 0.6 0.1 -0.3
H 1.487 -4.140 2.000 0.0 0.0 0.2
H 0.717 -4.861 3.439 0.2 -0.1 -0.2
H 2.416 -4.408 3.501 -0.1 0.0 -0.2
H -0.024 -2.764 3.952 0.3 0.0 0.0
H 1.658 -2.431 4.446 -0.3 0.0 -0.3
H 3.863 -3.017 2.618 0.2 0.3 0.0
H 5.238 -1.857 2.629 -0.3 0.0 0.1
H 3.840 -2.974 5.129 0.1 0.1 -0.1
H 5.435 -3.440 4.525 -0.2 0.1 0.0
H 5.186 -1.808 5.128 -0.2 -0.1 -0.2
H 4.817 -1.109 0.524 -0.1 0.1 -0.2
H 3.851 -0.769 -0.928 0.0 0.1 0.3
H 4.339 1.100 1.476 -0.1 0.1 -0.1
H 4.908 1.306 -0.187 -0.2 -0.1 0.2
H 3.184 1.464 0.162 -0.1 0.0 0.0
```
Forces are in eV/Å.

Calculated values
charge: +3
relative energy (zero: lowest compared OMol25 entry of this formula, charge and spin): 2.711 eV
frontier orbital gap (alpha / beta): 4.14 / 3.22 eV

In elementary charge units, the Löwdin charges are:
1 Ga 0.104
2 P 0.815
3 P 0.784
4 P 0.780
5 H 0.068
6 C -0.121
7 C -0.050
8 H 0.060
9 C -0.216
10 C -0.219
11 C -0.224
12 C -0.216
13 C -0.196
14 C -0.215
15 C -0.210
16 C -0.219
17 C -0.217
18 H 0.069
19 H 0.061
20 H 0.083
21 H 0.051
22 H 0.056
23 H 0.087
24 H 0.037
25 H 0.040
26 H 0.087
27 H 0.035
28 H 0.041
29 H 0.086
30 H 0.052
31 H 0.055
32 H 0.088
33 H 0.028
34 H 0.063
35 H 0.084
36 H 0.041
37 H 0.046
38 H 0.085
39 H 0.050
40 H 0.056
41 H 0.086
42 H 0.005
43 H 0.044
44 H 0.086
45 H 0.046
46 H 0.034
47 C -0.573
48 C -0.134
49 C -0.007
50 C 0.018
51 C 0.001
52 C -0.077
53 Se 0.917
54 H -0.002
55 H 0.028
56 H 0.131
57 H 0.063
58 H 0.140
59 H 0.116
60 C -0.064
61 C -0.247
62 O -0.389
63 P 0.856
64 O -0.317
65 C -0.249
66 C -0.064
67 O -0.378
68 C -0.256
69 C -0.098
70 H 0.077
71 H 0.090
72 H 0.075
73 H 0.111
74 H 0.112
75 H 0.104
76 H 0.120
77 H 0.075
78 H 0.100
79 H 0.095
80 H 0.114
81 H 0.106
82 H 0.081
83 H 0.101
84 H 0.032

***

| no. | electronic energy (eV) |
| --- | --- |
| 1 | -88885.5223 |
| 2 | -8486.7597 |
| 3 | -185688.5291 |